Entry 1:
The following is a DFT calculation (ωB97M-V/def2-TZVPD) of a structure of composition C46H44F3LaN7O3P2S2.

## Properties
charge	+1
ΔE to the lowest compared entry with this formula, charge and spin	30.5	kcal/mol
LUMO	-4.305	eV
spin multiplicity	1

Geometry as XYZ:
```
108
Properties=species:S:1:pos:R:3:mulliken_charge:R:1
La -18.99743 -4.99091 -6.08605 2.201
C -17.83047 -2.09917 -9.87302 -0.783
C -18.22731 -2.31637 -8.54994 -0.336
N -19.10761 -3.24644 -8.23134 0.639
C -19.90209 -3.76297 -9.23321 -0.223
C -19.46007 -3.54896 -10.56666 -0.792
N -18.51976 -2.68228 -10.87338 -0.585
C -21.07007 -4.49071 -8.84533 -0.290
C -22.10071 -4.77982 -9.74736 -1.181
C -23.25994 -5.43516 -9.29744 1.688
C -23.39478 -5.61956 -7.89775 -0.860
C -22.35318 -5.35186 -7.03366 0.301
N -21.15674 -4.92013 -7.52843 0.871
C -22.47806 -5.63712 -5.60720 -0.087
C -23.51013 -6.39075 -5.01709 -0.464
N -23.43461 -6.81322 -3.76979 -0.531
C -22.49059 -6.35089 -2.98913 -0.805
C -21.58021 -5.43905 -3.47400 -0.131
N -21.53768 -5.08631 -4.75323 -0.027
C -24.28378 -5.80434 -10.22802 0.562
C -24.07482 -5.60477 -11.61640 -0.457
C -24.99699 -6.10789 -12.52415 -0.438
N -26.08735 -6.78138 -12.14866 -0.574
C -26.32054 -6.98135 -10.87289 -0.496
C -25.47435 -6.48284 -9.87855 -0.348
H -17.04422 -1.40814 -10.15253 0.451
H -17.80043 -1.73691 -7.73353 0.284
H -19.89740 -3.96382 -11.45523 0.572
H -22.09515 -4.28710 -10.69438 0.555
H -24.36551 -5.77464 -7.41469 0.651
H -24.38916 -6.75999 -5.51577 0.458
H -22.42683 -6.77992 -1.99936 0.425
H -20.80377 -4.99889 -2.84911 0.402
H -23.20379 -5.05094 -12.05050 0.212
H -24.87720 -5.99810 -13.60183 0.382
H -27.22780 -7.53912 -10.65141 0.395
H -25.76190 -6.58068 -8.82196 0.317
C -21.25607 -9.60280 -9.06175 -1.708
C -21.73768 -10.62462 -8.04413 2.268
C -21.24452 -12.01903 -8.43428 -1.788
C -23.28129 -10.61424 -8.15748 -1.619
C -21.27227 -10.24838 -6.62358 -0.109
C -21.11573 -11.23523 -5.63218 -0.372
C -20.66352 -10.92851 -4.35058 -1.063
C -20.21957 -9.64177 -4.09763 0.574
S -19.49115 -9.00117 -2.64302 -0.416
C -19.10384 -7.55152 -3.54487 0.192
N -19.60320 -7.45964 -4.79362 1.195
C -20.26780 -8.64856 -5.12658 -2.026
C -20.91405 -8.92720 -6.34427 0.808
C -18.32349 -6.54322 -2.84953 1.171
C -17.80856 -6.83135 -1.58477 -0.910
C -17.33890 -5.83897 -0.75185 -1.118
C -17.37562 -4.52314 -1.20096 -1.479
C -17.71554 -4.22722 -2.52742 -0.928
C -18.14947 -5.26311 -3.37818 0.352
H -21.42790 -9.98425 -10.07355 0.571
H -20.15529 -9.42220 -8.94909 0.109
H -21.76739 -8.62657 -8.97942 0.273
H -21.48523 -12.22647 -9.49701 0.417
H -21.69361 -12.79449 -7.78533 0.392
H -20.13094 -12.07855 -8.32376 0.373
H -23.60263 -10.81875 -9.19616 0.410
H -23.71090 -9.61470 -7.90655 0.223
H -23.67996 -11.38863 -7.50532 0.415
H -21.35987 -12.28476 -5.84847 0.252
H -20.70787 -11.68475 -3.53883 0.392
H -21.00984 -8.12715 -7.04703 0.329
H -17.71211 -7.85986 -1.25084 0.501
H -16.99202 -6.10049 0.26048 0.362
H -17.09099 -3.71393 -0.53858 0.489
H -17.61499 -3.21164 -2.90916 1.163
C -20.24010 -0.82675 -5.84764 -1.364
P -19.21392 -1.88448 -4.74854 1.252
C -20.15603 -1.88302 -3.17038 -1.339
C -17.81245 -0.80697 -4.33312 -0.224
C -18.05709 0.48057 -3.84660 -0.659
C -16.97566 1.28819 -3.46544 -0.749
C -15.65676 0.85399 -3.68674 -0.713
C -15.41615 -0.38227 -4.29663 -0.777
C -16.48687 -1.21817 -4.61430 -0.017
P -16.23877 -2.81604 -5.48789 1.383
C -14.85072 -3.44722 -4.47483 -1.459
C -15.35236 -2.22202 -7.02094 -1.401
H -20.91281 -0.16330 -5.26465 0.529
H -20.80547 -1.45485 -6.52978 0.239
H -19.62619 -0.15768 -6.48028 0.395
H -20.47837 -0.86122 -2.88212 0.533
H -19.53281 -2.29678 -2.35996 0.306
H -21.04364 -2.51033 -3.27004 0.362
H -19.11920 0.79639 -3.86156 0.257
H -17.18044 2.25565 -3.00666 0.415
H -14.81796 1.51437 -3.41288 0.385
H -14.44317 -0.72317 -4.62417 0.327
H -13.89851 -2.88639 -4.66764 0.522
H -14.66859 -4.48957 -4.67920 0.437
H -15.18004 -3.29216 -3.43513 0.352
H -14.28204 -2.08838 -6.78939 0.586
H -15.75783 -1.21814 -7.29727 0.402
H -15.49074 -2.97199 -7.82731 0.317
F -16.64280 -9.11767 -8.06056 -0.198
C -17.09668 -7.88396 -8.29947 0.569
F -18.52083 -7.93633 -8.04973 -0.142
F -16.83336 -7.57653 -9.56539 -0.179
S -16.52193 -6.52558 -7.15597 0.963
O -17.09839 -6.73600 -5.78083 -0.535
O -15.10983 -6.44190 -7.24551 -0.630
O -17.33168 -5.45937 -7.78766 -0.802
```

---

Entry 2:
The following is a DFT calculation (ωB97M-V/def2-TZVPD) of a structure of composition C46H44MgN7O6S.

## Properties
charge	-1
ΔE to the lowest compared entry with this formula, charge and spin	0.0	kcal/mol
LUMO	1.940	eV
spin multiplicity	1

Geometry as XYZ:
```
105
Properties=species:S:1:pos:R:3:mulliken_charge:R:1
Mg -0.07938 0.15482 -0.04854 2.527
C 6.63609 -1.62157 0.80344 -0.424
O 6.90777 -0.21668 0.71024 -0.582
C 6.42656 0.54063 1.75138 0.718
C 7.31937 1.13292 2.62731 -0.343
C 6.86014 1.93165 3.66419 -0.760
C 5.49646 2.14177 3.80600 -1.381
C 4.59802 1.57366 2.91551 0.227
C 5.05000 0.76358 1.87500 -0.259
N 4.23112 0.17820 0.90068 0.266
C 2.86742 -0.04208 0.98126 -0.897
N 2.45000 -0.29652 2.23738 -0.270
C 1.16219 -0.21885 2.85034 0.380
C -0.01819 -0.07936 2.13144 -0.385
C -1.16657 0.03766 2.93377 -0.213
C -1.15237 -0.01262 4.31940 -1.490
C 0.05407 -0.17689 4.99312 -0.481
C 1.21495 -0.26701 4.25109 1.151
O 2.46599 -0.43969 4.83497 -0.468
C 2.75098 0.40903 5.93296 -0.918
N 2.09324 -0.04193 -0.07054 0.668
C 2.70003 0.15493 -1.34546 -0.306
C 2.31528 1.24534 -2.12078 -0.279
C 2.77253 1.39714 -3.41814 -0.818
C 3.62968 0.45444 -3.96877 -0.879
C 4.02485 -0.63533 -3.21035 -0.694
C 3.55933 -0.78947 -1.91292 0.425
O 4.02085 -1.86756 -1.17688 -0.445
C 3.06852 -2.89986 -0.95058 -0.580
H 7.53302 -2.14361 0.47422 0.318
H 5.79303 -1.89186 0.16711 -0.019
H 6.41694 -1.89828 1.83650 0.295
H 8.37466 0.94520 2.47858 0.458
H 7.56106 2.38488 4.35167 0.398
H 5.11942 2.76712 4.60443 0.461
H 3.54027 1.77612 3.02068 0.683
H 4.64999 0.07500 -0.01065 0.499
H 3.19096 -0.38733 2.91675 0.504
H -2.13046 0.21035 2.45808 0.487
H -2.07247 0.07821 4.88412 0.393
H 0.08754 -0.23180 6.07284 0.272
H 2.14135 0.16220 6.80443 0.358
H 2.58039 1.45595 5.66549 0.333
H 3.80067 0.26014 6.17888 0.250
H 1.62659 1.96576 -1.69796 0.209
H 2.44230 2.24704 -4.00029 0.474
H 3.98145 0.56113 -4.98589 0.383
H 4.68862 -1.39149 -3.60864 0.510
H 3.58986 -3.69027 -0.41372 0.415
H 2.69641 -3.29049 -1.90236 0.201
H 2.23228 -2.53926 -0.34738 0.052
N -1.65287 -1.68307 0.07767 -0.344
C -2.59133 -1.84289 -0.99005 -0.062
C -3.35853 -0.75643 -1.38112 -0.017
C -4.07797 -0.81069 -2.56539 -0.640
C -4.02707 -1.93945 -3.36974 -0.281
C -3.32794 -3.05483 -2.92814 -0.860
C -2.61792 -3.01138 -1.73809 -0.401
S -4.74395 -1.93556 -5.01447 1.312
O -3.57344 -1.91320 -5.88674 -0.641
O -5.53975 -0.71841 -5.06279 -0.752
O -5.50570 -3.17147 -5.08871 -0.727
H -1.31875 -2.57373 0.42934 0.272
H -2.05508 -1.20015 0.87599 0.290
H -3.32178 0.15696 -0.79539 0.359
H -4.65284 0.03866 -2.91024 0.588
H -3.31850 -3.94420 -3.54423 0.392
H -2.02918 -3.86693 -1.42108 0.285
N -1.04533 1.89304 -0.13039 -0.589
C -0.90374 3.13417 -0.07558 -0.632
C -2.07534 4.08942 -0.10089 0.642
C -1.98699 5.38635 0.39589 -0.199
C -3.09681 6.22095 0.39849 -0.889
C -4.30578 5.77212 -0.11241 -0.392
C -4.40200 4.48045 -0.61594 -0.841
C -3.29624 3.64679 -0.60220 -0.059
C 0.46558 3.77781 -0.04219 -0.362
C 0.84702 4.68331 -1.02817 0.126
C 2.15377 5.14667 -1.09801 -0.979
C 3.08680 4.73480 -0.15748 -0.728
C 2.70686 3.85526 0.84839 -0.322
C 1.40684 3.37301 0.90051 0.324
H -1.04341 5.74332 0.79012 0.396
H -3.01620 7.22390 0.79876 0.385
H -5.16998 6.42401 -0.11830 0.382
H -5.34133 4.12261 -1.01763 0.424
H -3.36074 2.62819 -0.96408 0.359
H 0.11701 5.00521 -1.76205 0.536
H 2.44380 5.82664 -1.88959 0.383
H 4.10744 5.09168 -0.20895 0.429
H 3.43652 3.53773 1.58229 0.483
H 1.10651 2.65208 1.65467 0.412
N -1.34400 1.47128 -3.04526 0.041
C -0.78605 0.25516 -3.30850 -0.183
C -0.84271 -0.27930 -4.60728 -0.886
C -0.28337 -1.50133 -4.85552 -0.637
C 0.36333 -2.17798 -3.81581 -1.346
C 0.34957 -1.59298 -2.57825 -0.262
N -0.21280 -0.40505 -2.29708 1.401
H -2.04180 1.78589 -3.69820 0.311
H -1.51336 1.70016 -2.07107 -0.524
H -1.38623 0.25225 -5.37586 0.425
H -0.38216 -1.95119 -5.83264 0.416
H 0.79728 -3.15724 -3.95441 0.478
H 0.77488 -2.10826 -1.72327 0.287
```

---

| no. | gap between HOMO and LUMO (Eh) | F_max (hartree/bohr) | total energy (eV) |
| --- | --- | --- | --- |
| 1 | 0.2068 | 0.0697 | -114247.130 |
| 2 | 0.2673 | 0.0077 | -87416.543 |